# 1
Entry from the Open Molecules 2025 dataset: a 4-piece molecular cluster, C20H51N2O15P4 overall (wB97M-V/def2-TZVPD).

## Properties
E_HOMO	-3.270	eV
frontier orbital gap	4.5735	eV
electronic energy	-92417.94153	eV
2S+1	1
net charge	-1

```
92
C20H51N2O15P4 | the Open Molecules 2025 dataset | wB97M-V/def2-TZVPD
N -3.0273 0.5229 -1.0365
P -3.0974 -0.8306 -1.8858
O -1.7052 -1.6835 -1.5725
O -3.1072 -0.3839 -3.4929
N -4.3300 -1.7572 -1.4321
C -5.4876 -1.6752 -2.3118
C -6.6042 -0.7732 -1.7215
O -7.6109 -0.6477 -2.3534
H -3.0569 1.3322 -1.6529
H -0.9949 -1.3105 -2.1111
H -2.6163 0.4328 -3.6324
H -5.2864 -1.4175 -3.3641
H -5.9512 -2.6883 -2.3317
H -6.4559 -0.2918 -0.7303
O -5.4717 1.7291 2.6186
P -5.2359 3.0314 3.3187
O -5.1350 4.0743 2.0516
C -6.3176 4.3648 1.3204
C -7.3517 5.1078 2.1486
O -3.6499 2.8509 3.6872
C -3.0158 1.5736 3.5281
C -2.5078 1.3529 2.1124
O -5.2776 4.2989 4.4280
C -6.2841 4.2905 5.4424
C -6.4846 2.9375 6.0988
H -6.7361 3.4412 0.9129
H -6.0170 4.9871 0.4769
H -7.8060 4.4348 2.8844
H -8.1563 5.4936 1.5207
H -6.8984 5.9394 2.6904
H -3.6929 0.7765 3.8371
H -2.1744 1.5389 4.2251
H -3.2009 1.6896 1.3456
H -2.2916 0.2989 1.9383
H -1.5869 1.9208 1.9541
H -7.2300 4.6465 5.0218
H -5.9826 5.0197 6.1968
H -6.7214 2.1592 5.3645
H -7.3088 2.9828 6.8124
H -5.5819 2.6273 6.6269
O 3.8792 -3.6548 2.6283
P 3.1104 -3.1557 1.4413
O 3.9536 -3.8458 0.2007
C 3.8310 -5.2502 0.0099
C 2.4293 -5.6652 -0.4001
O 3.7204 -1.6265 1.3971
C 4.4877 -1.1238 2.4895
C 5.9570 -1.4979 2.3789
O 1.9159 -2.6232 0.4050
C 0.5395 -2.8756 0.7496
C 0.2157 -2.6063 2.2025
H 4.1430 -5.7751 0.9169
H 4.5321 -5.5200 -0.7824
H 1.7428 -5.5805 0.4485
H 2.4075 -6.7035 -0.7335
H 2.0489 -5.0308 -1.2015
H 4.0617 -1.4567 3.4354
H 4.3913 -0.0365 2.4829
H 6.1098 -2.5256 2.0520
H 6.4644 -1.3563 3.3349
H 6.4492 -0.8662 1.6349
H 0.2847 -3.9071 0.4929
H -0.0763 -2.2350 0.1170
H 0.8632 -3.1833 2.8793
H -0.8173 -2.8817 2.4139
H 0.3508 -1.5498 2.4389
O 6.1282 1.0940 -3.8887
P 4.7760 0.5451 -3.5402
O 3.9006 0.9693 -4.8689
C 4.1599 0.2959 -6.0921
C 3.7970 -1.1775 -6.0384
O 4.2899 1.7027 -2.4815
C 5.2206 2.6646 -1.9920
C 5.3583 3.8566 -2.9247
O 3.5386 -0.4148 -2.9589
C 3.8518 -1.7477 -2.5276
C 5.1084 -1.8348 -1.6907
H 5.2090 0.4280 -6.3721
H 3.5535 0.7883 -6.8535
H 4.5185 -1.7256 -5.4229
H 3.8128 -1.6240 -7.0337
H 2.8077 -1.3229 -5.6034
H 6.1856 2.1943 -1.8014
H 4.8562 3.0068 -1.0215
H 5.3937 3.5714 -3.9750
H 6.2566 4.4305 -2.6877
H 4.4941 4.5163 -2.8182
H 3.9342 -2.4037 -3.4004
H 3.0024 -2.1063 -1.9452
H 5.9798 -1.4157 -2.2161
H 5.3306 -2.8723 -1.4526
H 4.9885 -1.2820 -0.7593
```



# 2
Entry from the Open Molecules 2025 dataset: C40H41BiN3P4Se7Te2 as an isolated structure (wB97M-V/def2-TZVPD).

## Properties
E_HOMO	-4.048	eV
frontier orbital gap	5.2237	eV
electronic energy	-561627.21697	eV
2S+1	1
net charge	-1

```
98
C40H41BiN3P4Se7Te2 | the Open Molecules 2025 dataset | wB97M-V/def2-TZVPD
Bi -2.6062 -0.0352 2.3665
Se -4.0292 2.1368 3.2834
Se -2.6433 2.3564 5.1286
Se -0.7535 3.1575 4.0426
Se -0.3023 1.3770 2.5681
C -4.9474 0.5420 -2.0405
P -4.7810 0.6540 -0.2115
C -6.2893 -0.2800 0.2550
C -5.2994 2.4029 0.0742
C -6.5685 2.7426 0.5451
C -6.8924 4.0538 0.8586
C -5.9490 5.0568 0.6952
C -4.6891 4.7345 0.2167
C -4.3463 3.4214 -0.0911
P -2.6580 2.9832 -0.6985
C -2.7068 3.8715 -2.3191
C -1.6132 4.1620 0.2470
H -5.9236 0.9049 -2.3679
H -4.8294 -0.5080 -2.3163
H -4.1590 1.1173 -2.5259
H -7.1646 0.0076 -0.3331
H -6.4999 -0.1618 1.3181
H -6.0630 -1.3330 0.0756
H -7.3147 1.9736 0.6934
H -7.8793 4.2882 1.2387
H -6.1887 6.0819 0.9499
H -3.9521 5.5210 0.1056
H -3.0357 4.9064 -2.1991
H -3.3829 3.3617 -3.0064
H -1.7058 3.8588 -2.7546
H -1.7926 5.2046 -0.0251
H -0.5674 3.9184 0.0539
H -1.7909 4.0233 1.3143
Se -3.1830 -1.3020 4.6504
Te -5.0723 -2.4015 3.3968
Te -3.9064 -4.1364 1.6929
Se -3.2520 -2.6899 -0.2087
C 3.1854 -0.6170 -1.5696
P 1.4709 -1.0907 -1.0072
C 1.6109 -2.8587 -1.5087
C 1.2526 -3.3984 -2.7391
C 1.4860 -4.7391 -3.0164
C 2.0942 -5.5565 -2.0756
C 2.4608 -5.0274 -0.8455
C 2.2085 -3.6942 -0.5632
C 0.4558 -0.3719 -2.3504
C 0.8533 0.7669 -3.0510
C 0.0358 1.3184 -4.0286
C -1.1865 0.7348 -4.3260
C -1.6002 -0.3851 -3.6177
C -0.7955 -0.9216 -2.6250
P 3.8169 0.9714 -0.8568
C 3.7784 0.5659 0.9234
C 4.0684 -0.6954 1.4481
C 3.9157 -0.9475 2.8017
C 3.4754 0.0616 3.6519
C 3.1945 1.3184 3.1437
C 3.3445 1.5644 1.7864
C 5.5919 0.7601 -1.2892
C 5.9272 0.8313 -2.6437
C 7.2401 0.6936 -3.0626
C 8.2507 0.5019 -2.1287
C 7.9342 0.4514 -0.7806
C 6.6146 0.5779 -0.3629
H 3.2154 -0.5523 -2.6602
H 3.8445 -1.4353 -1.2748
H 0.7856 -2.7762 -3.4912
H 1.1905 -5.1440 -3.9764
H 2.2746 -6.6011 -2.2953
H 2.9305 -5.6570 -0.0994
H 2.4760 -3.2893 0.4087
H 1.7970 1.2463 -2.8241
H 0.3575 2.2076 -4.5571
H -1.8191 1.1562 -5.0974
H -2.5571 -0.8440 -3.8315
H -1.1426 -1.7796 -2.0599
H 4.4099 -1.4908 0.7954
H 4.1278 -1.9340 3.1969
H 3.3387 -0.1410 4.7063
H 2.8298 2.1004 3.7971
H 3.0868 2.5368 1.3836
H 5.1471 0.9986 -3.3791
H 7.4778 0.7444 -4.1178
H 9.2788 0.3986 -2.4520
H 8.7165 0.3093 -0.0453
H 6.3834 0.5378 0.6937
Se 1.0603 -1.5186 6.3468
N 1.5967 -3.0666 5.6481
C 1.0201 -3.1442 4.4692
C 1.1090 -4.2675 3.5828
C 0.4153 -4.1979 2.4297
C -0.3487 -3.0173 2.1020
N -0.4613 -1.9754 2.8623
C 0.1987 -2.0171 4.0705
N 0.0972 -1.0449 4.9469
H 1.6913 -5.1339 3.8675
H 0.4037 -5.0174 1.7239
H -0.8779 -2.9774 1.1505
```



- Which of these has the highest electronic energy?
  C20H51N2O15P4